1.
{"formula": "C15H19F9N2O2P", "method": "the ωB97M-V functional and the def2-TZVPD basis", "species": ["C", "C", "C", "N", "N", "C", "C", "C", "C", "C", "F", "C", "P", "C", "O", "H", "H", "H", "H", "H", "H", "H", "H", "H", "H", "H", "H", "H", "H", "H", "C", "C", "C", "F", "F", "F", "F", "O", "C", "C", "F", "F", "F", "F", "H", "H", "H", "H"], "xyz": [[1.123, -0.696, -1.518], [1.441, -2.108, -1.068], [0.472, -3.179, -1.491], [2.497, -2.363, -0.316], [2.320, -1.730, 0.952], [1.518, -2.367, 1.798], [1.248, -1.870, 3.048], [1.808, -0.663, 3.428], [1.543, -0.031, 4.787], [2.652, -0.044, 2.519], [3.208, 1.114, 2.853], [2.923, -0.573, 1.283], [4.081, 0.220, 0.048], [3.646, 1.998, -0.081], [5.572, 0.113, 0.737], [2.034, -0.126, -1.723], [0.523, -0.245, -0.709], [0.551, -0.741, -2.450], [0.909, -3.960, -2.124], [-0.336, -2.715, -2.070], [-0.008, -3.580, -0.589], [1.086, -3.312, 1.490], [0.599, -2.459, 3.689], [0.781, 0.747, 4.677], [2.487, 0.422, 5.107], [1.229, -0.835, 5.455], [3.202, 2.447, 0.814], [2.952, 2.087, -0.927], [4.520, 2.603, -0.351], [6.134, -0.411, 0.153], [-4.619, 0.855, -0.712], [-3.319, 0.135, -0.299], [-2.150, 1.006, 0.165], [-1.708, 1.832, -0.793], [-1.096, 0.201, 0.500], [-2.922, -0.682, -1.301], [-3.635, -0.673, 0.754], [-4.847, 1.056, -2.102], [-4.330, 2.173, -2.744], [-3.336, 1.790, -3.844], [-2.290, 1.099, -3.336], [-2.843, 2.902, -4.425], [-3.804, 3.037, -1.855], [-5.370, 2.804, -3.320], [-5.424, 0.183, -0.413], [-4.783, 1.767, -0.138], [-2.420, 1.599, 1.043], [-3.822, 1.174, -4.603]], "mulliken_charge": [-0.9241, 0.8383, -0.9552, -1.0427, 0.4108, -0.2402, -0.7373, 0.5024, -1.3775, 1.0805, -0.3455, 0.1993, 0.0143, -0.9579, -0.4537, 0.0992, 0.0536, 0.6529, 0.3224, 0.3276, 0.2234, 0.4696, 0.4593, 0.3009, 0.3676, 0.3948, 0.3172, 0.3094, 0.3495, 0.3915, -0.8227, 0.9187, 0.0857, -0.2334, -0.2388, -0.2499, -0.3405, -0.4024, 0.7419, 0.1860, -0.1853, -0.2500, -0.2798, -0.2889, 0.4038, 0.3642, 0.2900, 0.2508], "e_homo_ev": -11.761, "spin_multiplicity": 1, "total_energy_ev": -56675.89867, "charge": 1}

=====

2.
{"formula": "C4H14N2O", "method": "the ωB97M-V functional and the def2-TZVPD basis", "species": ["N", "C", "C", "N", "H", "H", "H", "H", "H", "H", "H", "H", "H", "C", "O", "C", "H", "H", "H", "H", "H"], "xyz": [[0.240, 0.230, 0.356], [1.214, -0.720, -0.180], [2.324, -1.047, 0.813], [3.094, -2.241, 0.386], [-0.398, -0.151, 1.043], [0.593, 1.187, 0.578], [-0.613, 0.459, -0.618], [0.679, -1.618, -0.425], [1.642, -0.290, -1.101], [2.945, -0.135, 0.990], [1.844, -1.267, 1.790], [3.720, -1.973, -0.353], [3.700, -2.555, 1.126], [-2.589, 0.899, -1.206], [-1.264, 0.590, -1.571], [-2.705, 1.642, 0.123], [-3.204, -0.040, -1.164], [-3.006, 1.520, -1.996], [-3.734, 1.987, 0.285], [-2.033, 2.540, 0.138], [-2.449, 0.981, 0.985]], "mulliken_charge": [-0.4668, -0.6471, -0.3861, -0.6014, 0.3447, 0.2930, 0.3501, 0.3112, 0.3246, 0.2436, 0.3424, 0.2225, 0.2407, -0.1964, -0.7053, -0.9672, 0.1921, 0.2909, 0.3606, 0.2454, 0.2085], "e_homo_ev": -8.410, "relative_energy_ev": 1.9328, "spin_multiplicity": 1, "total_energy_ev": -9401.67417, "charge": 0}

=====

3.
{"formula": "C4H7NO", "method": "the ωB97M-V functional and the def2-TZVPD basis", "species": ["C", "N", "C", "C", "C", "O", "H", "H", "H", "H", "H", "H", "H"], "xyz": [[0.358, 1.031, 1.359], [0.497, -0.415, 1.552], [0.930, 0.178, 0.298], [0.171, -0.084, -0.979], [-2.055, -1.003, -1.238], [-1.250, -0.138, -0.697], [-0.638, 1.436, 1.197], [1.015, 1.642, 1.974], [-0.411, -0.861, 1.433], [2.010, 0.176, 0.150], [0.329, 0.724, -1.699], [-1.419, -1.648, -1.914], [0.462, -1.037, -1.436]], "mulliken_charge": [-0.3979, -0.6220, 0.0731, -0.6295, -0.2790, -0.0963, 0.2039, 0.2527, 0.2916, 0.3613, 0.2338, 0.1389, 0.4694], "e_homo_ev": -8.864, "relative_energy_ev": 5.0593, "spin_multiplicity": 1, "total_energy_ev": -7794.58509, "charge": 0}

=====

4.
{"formula": "C23H39IrN2O3P3", "method": "the ωB97M-V functional and the def2-TZVPD basis", "species": ["P", "C", "H", "H", "H", "C", "H", "H", "H", "C", "H", "H", "H", "P", "C", "H", "H", "H", "C", "H", "H", "H", "C", "H", "H", "H", "P", "C", "H", "H", "H", "C", "H", "H", "H", "C", "H", "H", "H", "Ir", "C", "O", "C", "O", "C", "C", "C", "C", "C", "C", "H", "H", "H", "H", "H", "H", "N", "C", "O", "C", "C", "C", "N", "C", "C", "H", "H", "H", "H", "H", "H"], "xyz": [[-2.210, 3.717, 2.233], [-3.168, 2.357, 3.015], [-3.936, 2.900, 3.582], [-2.534, 1.733, 3.658], [-3.599, 1.711, 2.233], [-3.165, 5.179, 2.814], [-2.855, 6.084, 2.277], [-2.973, 5.322, 3.885], [-4.226, 4.946, 2.635], [-2.981, 3.386, 0.561], [-4.060, 3.638, 0.668], [-2.860, 2.313, 0.291], [-2.505, 3.974, -0.240], [-1.059, -1.987, -4.247], [-1.877, -3.453, -3.532], [-2.025, -4.169, -4.351], [-2.831, -3.116, -3.083], [-1.186, -3.858, -2.768], [-1.868, -1.555, -5.826], [-1.269, -0.749, -6.289], [-2.882, -1.198, -5.574], [-1.903, -2.451, -6.463], [0.616, -2.624, -4.695], [0.495, -3.504, -5.348], [1.153, -2.898, -3.762], [1.170, -1.815, -5.207], [3.395, -1.587, 0.646], [3.013, -3.053, 1.573], [3.954, -3.566, 1.820], [2.348, -3.736, 1.026], [2.510, -2.787, 2.510], [4.827, -1.792, -0.426], [5.725, -1.428, 0.103], [4.730, -1.238, -1.377], [4.918, -2.874, -0.630], [3.612, -0.118, 1.653], [4.702, 0.040, 1.738], [3.158, -0.311, 2.640], [3.167, 0.792, 1.212], [0.593, 1.180, -1.044], [-1.046, 0.157, -0.994], [-2.133, -0.271, -1.024], [1.934, -1.197, -0.491], [1.384, -2.034, -1.145], [2.068, 1.213, -2.576], [2.397, 2.121, -1.565], [1.473, 3.080, -1.155], [0.181, 3.090, -1.687], [-0.151, 2.174, -2.684], [0.779, 1.215, -3.110], [2.781, 0.452, -2.880], [3.375, 2.060, -1.079], [1.722, 3.760, -0.335], [-0.579, 3.757, -1.290], [-1.174, 2.107, -3.027], [0.453, 0.423, -3.779], [-0.825, -0.847, 5.959], [-0.862, -1.800, 4.971], [-1.037, -2.988, 5.223], [-0.642, -1.310, 3.573], [-0.283, 0.006, 3.260], [-0.220, 0.389, 1.923], [-0.375, -0.474, 0.921], [-0.705, -1.747, 1.188], [-0.803, -2.207, 2.504], [-1.105, -1.155, 6.876], [-0.846, 0.147, 5.781], [-0.014, 0.755, 4.003], [0.016, 1.423, 1.668], [-0.883, -2.439, 0.362], [-0.992, -3.264, 2.693]], "mulliken_charge": [0.6034, -0.7827, 0.4488, 0.1821, 0.3461, -1.1174, 0.4056, 0.4127, 0.4510, -0.8079, 0.4573, 0.0719, 0.3787, 0.7231, -1.0404, 0.4507, 0.3949, 0.3334, -1.1121, 0.3700, 0.4065, 0.4214, -0.9750, 0.4514, 0.2214, 0.3976, 1.0981, -1.2562, 0.4338, 0.4316, 0.3699, -1.2536, 0.4649, 0.3508, 0.4247, -1.1515, 0.5006, 0.3431, 0.2119, 0.7544, 0.5602, -0.5064, 0.1913, -0.4208, -1.0124, -0.0722, -1.1304, 0.3496, -1.1273, 0.3597, 0.4804, 0.7043, 0.4134, 0.5768, 0.4326, 0.2304, -0.0763, 0.1299, -0.3458, 1.0249, -1.3040, -0.5948, 0.1877, -0.6702, -0.7897, 0.3344, 0.2083, 0.5023, 0.5290, 0.5075, 0.5127], "e_homo_ev": [-15.706, -18.260], "relative_energy_ev": 1.4695, "spin_multiplicity": 6, "total_energy_ev": -64263.35427, "charge": 4}